{
  "formula": "C16H19BN6SSn",
  "method": "ωB97M-V/def2-TZVPD",
  "total_charge": 2,
  "e_above_lowest_kj_mol": 242.64,
  "spin_multiplicity": 1,
  "e_lumo_ha": [-0.3985, -0.3409],
  "orbital_gap_ha": [0.129, 0.186],
  "symbols": ["H", "N", "B", "N", "C", "Sn", "H", "C", "H", "C", "H", "C", "H", "H", "H", "N", "N", "N", "N", "C", "C", "H", "H", "C", "C", "C", "C", "H", "H", "H", "H", "H", "S", "C", "C", "C", "C", "C", "C", "H", "H", "H", "H", "H"],
  "coordinates": [[0.988, 3.260, 0.212], [0.500, 1.741, -1.202], [0.140, 0.374, -3.366], [0.476, 1.705, -2.586], [0.837, 2.907, -3.071], [0.294, 0.078, 0.232], [0.898, 3.067, -4.139], [1.094, 3.753, -1.989], [1.405, 4.783, -2.035], [0.878, 2.989, -0.837], [0.274, 0.498, -4.541], [-0.629, -1.753, 1.058], [-0.761, -1.613, 2.133], [0.056, -2.580, 0.862], [-1.583, -1.913, 0.563], [-1.337, -0.033, -3.026], [1.102, -0.735, -2.777], [-1.612, -0.201, -1.681], [1.216, -0.931, -1.414], [-2.461, -0.237, -3.742], [1.954, -1.557, -3.405], [-2.466, -0.130, -4.814], [2.049, -1.519, -4.475], [-3.490, -0.559, -2.856], [2.614, -2.327, -2.448], [-2.907, -0.531, -1.570], [2.125, -1.917, -1.199], [-4.519, -0.776, -3.085], [3.360, -3.077, -2.610], [-3.359, -0.723, -0.621], [2.369, -2.250, -0.193], [-1.313, 0.090, 1.153], [2.185, 0.487, 1.797], [1.281, 0.355, 3.289], [1.510, -0.753, 4.137], [0.702, -0.966, 5.257], [-0.303, -0.041, 5.598], [-0.493, 1.098, 4.791], [0.302, 1.306, 3.656], [2.312, -1.445, 3.894], [0.867, -1.839, 5.887], [-0.911, -0.187, 6.484], [-1.247, 1.830, 5.076], [0.148, 2.178, 3.025]],
  "forces_ev_per_angstrom": [[-0.0548, -0.0421, -0.3643], [0.2930, 0.8339, 0.3830], [-0.9215, -0.2296, 0.4808], [0.0207, -0.6144, 0.5626], [-0.1291, -0.4451, 1.2180], [-1.2506, 0.7160, -3.5717], [-0.0489, -0.0001, 0.1712], [-0.0390, -0.1478, 0.2889], [-0.0254, -0.0304, 0.0071], [0.0003, -0.0258, -1.0637], [0.2211, 0.0485, 0.0625], [-0.3723, -1.3709, 1.1083], [0.0607, -0.0249, -0.1731], [0.3145, 0.1332, -0.2649], [0.0943, 0.1825, -0.1908], [0.3574, 0.0883, 1.4761], [0.0094, 0.4956, 0.9129], [0.2820, -0.1562, 0.1730], [0.6056, -0.9098, 0.0419], [-0.2765, -0.0973, 0.7957], [-0.1729, 0.0988, 1.1589], [0.0069, -0.0420, -0.0069], [-0.0420, -0.0936, -0.1089], [0.3978, 0.0707, 0.1965], [-0.1291, 0.0804, 0.7268], [0.7925, 0.4155, -1.8297], [-0.1611, 0.3943, -1.6499], [0.0626, 0.0020, -0.1120], [0.1424, -0.1709, -0.1509], [-0.1693, -0.0212, 0.3434], [0.0036, 0.0631, -0.3298], [0.3442, 1.0211, -0.1559], [-0.5265, -0.3226, 0.4935], [0.1407, 0.1463, -0.5607], [-0.1240, -0.6535, 1.2646], [0.7270, -0.0899, -0.6145], [0.3676, 0.0498, -0.4409], [0.5303, 0.5654, -0.8407], [-1.4446, 0.0508, 0.7337], [-0.1429, 0.0385, 0.0698], [-0.0116, 0.1916, -0.2051], [0.0515, -0.0141, -0.0753], [0.2022, -0.1303, -0.1616], [0.0133, -0.0535, 0.2020]],
  "lowdin_charge": [0.112, -0.106, -0.421, 0.007, -0.001, 1.090, 0.148, -0.009, 0.116, -0.109, 0.125, -0.143, 0.020, 0.049, 0.023, -0.031, 0.017, -0.032, -0.119, -0.040, -0.001, 0.134, 0.146, -0.030, -0.004, -0.130, -0.101, 0.105, 0.112, 0.099, 0.115, 0.113, 0.808, -0.632, -0.054, 0.001, 0.041, 0.002, -0.073, 0.127, 0.135, 0.139, 0.135, 0.117]
}



{
  "formula": "C16H19CeCl",
  "method": "ωB97M-V/def2-TZVPD",
  "total_charge": -1,
  "spin_multiplicity": 2,
  "s_squared": 0.751,
  "e_lumo_ha": [0.1053, 0.1053],
  "orbital_gap_ha": [0.247, 0.266],
  "symbols": ["C", "C", "C", "H", "C", "C", "H", "H", "H", "H", "Ce", "Cl", "C", "C", "C", "H", "C", "C", "H", "H", "H", "H", "C", "C", "C", "C", "C", "C", "H", "H", "H", "H", "H", "H", "H", "H", "H"],
  "coordinates": [[0.888, -1.647, 0.081], [0.866, -1.831, -1.340], [-0.498, -2.041, -1.734], [1.735, -1.858, -1.994], [-1.316, -1.977, -0.568], [-0.464, -1.753, 0.551], [-0.787, -1.628, 1.585], [1.774, -1.516, 0.698], [-0.848, -2.287, -2.737], [-2.396, -2.131, -0.537], [-0.185, 0.684, -0.968], [1.681, 2.035, 0.071], [-0.242, 2.522, -2.812], [-1.472, 1.805, -2.966], [-1.160, 0.461, -3.359], [-2.476, 2.224, -2.893], [0.270, 0.351, -3.463], [0.844, 1.622, -3.117], [1.904, 1.865, -3.132], [-0.135, 3.578, -2.576], [-1.882, -0.314, -3.616], [0.835, -0.523, -3.789], [-1.468, 0.129, 4.206], [-2.427, 0.958, 3.355], [-3.842, 0.388, 3.396], [-2.442, 2.388, 3.905], [-1.990, 0.974, 1.967], [-1.670, 1.031, 0.780], [-1.768, 0.148, 5.259], [-0.456, 0.547, 4.138], [-1.450, -0.911, 3.875], [-4.227, 0.392, 4.424], [-4.510, 0.997, 2.777], [-3.859, -0.640, 3.026], [-1.434, 2.822, 3.885], [-3.123, 3.025, 3.326], [-2.785, 2.372, 4.949]],
  "forces_ev_per_angstrom": [[-1.0006, -0.7164, -0.2355], [-0.6891, -0.3130, 0.4917], [0.4324, -0.3047, 0.7422], [-0.2194, 0.0480, 0.1621], [0.7938, -0.1337, -0.1567], [0.7628, -0.0054, -0.3764], [0.1284, -0.0120, -0.4538], [-0.2368, 0.1187, -0.1630], [0.1639, 0.2328, 0.3202], [0.3798, 0.1977, 0.0060], [0.2585, -2.6155, 1.7258], [1.4884, 0.9715, 0.7377], [0.1250, -0.5707, -1.1408], [0.6706, -0.0650, -1.0715], [0.5826, 1.0198, -0.9438], [0.3639, -0.1727, 0.2256], [-0.4026, 1.2326, -1.0810], [-1.1852, 0.1486, -1.3271], [-0.3545, -0.0595, 0.2071], [-0.0496, -0.3567, 0.1653], [0.2744, 0.2694, 0.2998], [-0.3101, 0.3081, 0.2616], [0.2086, -0.0746, 0.1801], [-0.0098, 0.2252, 0.1946], [-0.3421, -0.1004, 0.2415], [-0.0339, 0.2401, 0.2357], [0.3348, 0.2835, -1.3928], [-2.0676, 0.5563, 2.3767], [-0.0575, -0.0058, -0.0232], [-0.1769, -0.1782, -0.0473], [0.0747, 0.0258, -0.0266], [0.0137, -0.0184, -0.0348], [0.1108, -0.1509, 0.0623], [-0.0031, 0.1023, -0.0265], [-0.2624, -0.0653, -0.0951], [0.2116, -0.1144, 0.0752], [0.0225, 0.0529, -0.1151]],
  "lowdin_charge": [-0.210, -0.226, -0.218, 0.097, -0.175, -0.197, 0.084, 0.098, 0.097, 0.100, 0.562, 0.022, -0.223, -0.202, -0.217, 0.106, -0.230, -0.236, 0.103, 0.106, 0.106, 0.106, -0.061, -0.660, -0.068, -0.068, -0.157, -0.172, 0.076, 0.091, 0.074, 0.076, 0.085, 0.083, 0.088, 0.084, 0.075]
}